1.
# C15H39O9P

A 5-piece molecular cluster, C15H39O9P overall in a non-equilibrium geometry (ωB97M-V/def2-TZVPD, the OMol25 dataset).

E_HOMO: -9.96 eV
SMILES string: O=COCCP(=O)(O)O.CC(C)O.CC(C)O.CC(C)O.CC(C)O

The geometry in ORCA input format:
```
! wB97M-V def2-TZVPD RIJCOSX def2/J DEFGRID3
* xyz 0 1
O -1.557 -0.546 0.046
C -0.353 -0.667 0.291
O 0.515 -0.900 -0.844
C 0.514 0.375 -1.539
C 1.820 0.657 -2.415
P 3.268 -0.490 -2.089
O 3.283 -1.662 -3.088
O 4.678 0.430 -2.451
O 3.441 -0.970 -0.479
H 0.003 -0.585 1.366
H 0.317 1.278 -0.870
H -0.377 0.344 -2.266
H 2.126 1.753 -2.285
H 1.562 0.549 -3.527
H 4.455 1.314 -2.065
H 3.153 -1.915 -0.472
C 1.317 5.653 -1.217
C 2.401 4.697 -0.744
C 3.650 5.448 -0.312
O 2.731 3.793 -1.800
H 1.657 6.231 -2.082
H 0.430 5.099 -1.535
H 1.030 6.347 -0.424
H 2.025 4.098 0.089
H 4.071 6.019 -1.145
H 4.425 4.748 0.015
H 3.433 6.136 0.508
H 3.065 4.312 -2.544
C -3.636 -0.926 -1.895
C -3.888 -0.827 -3.390
C -4.592 -2.067 -3.918
O -2.643 -0.662 -4.071
H -2.992 -1.780 -1.663
H -3.120 -0.036 -1.533
H -4.573 -1.036 -1.343
H -4.493 0.058 -3.603
H -3.982 -2.961 -3.756
H -4.756 -1.986 -4.996
H -5.558 -2.211 -3.427
H -2.100 -1.440 -3.889
C 0.316 0.283 5.333
C -0.355 1.273 4.393
C -1.609 1.865 5.017
O -0.696 0.614 3.174
H -0.352 -0.554 5.560
H 1.209 -0.143 4.868
H 0.606 0.763 6.271
H 0.345 2.074 4.144
H -2.343 1.083 5.233
H -2.086 2.565 4.327
H -1.377 2.392 5.945
H -1.316 -0.098 3.384
C -0.590 -5.909 1.786
C -0.567 -4.433 1.419
C -0.125 -4.227 -0.021
O 0.325 -3.741 2.294
H 0.408 -6.350 1.692
H -0.898 -6.041 2.826
H -1.278 -6.465 1.144
H -1.562 -4.004 1.563
H 0.889 -4.609 -0.177
H -0.099 -3.164 -0.269
H -0.799 -4.732 -0.717
H 1.208 -4.114 2.174
*
```


2.
# C15H40B2F26N5O5P3

A 10-piece molecular cluster, C15H40B2F26N5O5P3 overall in a non-equilibrium geometry (ωB97M-V/def2-TZVPD, the OMol25 dataset).

E_HOMO: -9.65 eV

The geometry in ORCA input format:
```
! wB97M-V def2-TZVPD RIJCOSX def2/J DEFGRID3
* xyz 0 1
C 16.001 -11.162 -11.097
C 15.619 -11.526 -12.491
O 16.317 -12.034 -13.291
N 14.231 -11.079 -12.895
H 13.603 -11.880 -12.788
H 13.906 -10.251 -12.398
C 14.054 -10.894 -14.386
H 15.129 -11.335 -10.452
H 16.234 -10.101 -10.993
H 16.757 -11.834 -10.697
H 14.076 -11.834 -14.926
H 14.723 -10.142 -14.792
H 13.043 -10.506 -14.524
C 20.690 -15.520 -4.566
C 21.921 -16.013 -3.849
O 22.223 -17.147 -3.752
N 22.829 -14.946 -3.239
H 23.627 -14.873 -3.879
H 22.389 -14.030 -3.319
C 23.209 -15.217 -1.812
H 20.341 -14.542 -4.244
H 19.984 -16.344 -4.567
H 21.044 -15.372 -5.593
H 22.247 -15.295 -1.312
H 23.770 -14.372 -1.428
H 23.750 -16.152 -1.712
C 15.768 -21.331 -7.678
C 16.286 -19.983 -7.265
O 17.013 -19.781 -6.362
N 16.116 -18.867 -8.293
H 15.923 -19.288 -9.200
H 15.241 -18.411 -7.979
C 17.256 -17.842 -8.268
H 15.783 -21.974 -6.803
H 16.350 -21.818 -8.460
H 14.757 -21.168 -8.062
H 17.128 -17.227 -9.162
H 18.080 -18.499 -8.536
H 17.261 -17.211 -7.388
C 17.586 -10.850 -2.170
C 16.317 -11.609 -2.185
O 15.419 -11.306 -2.876
N 16.102 -12.593 -1.053
H 16.962 -13.050 -0.742
H 15.770 -12.171 -0.182
C 15.087 -13.667 -1.440
H 17.629 -10.279 -3.098
H 18.527 -11.408 -2.221
H 17.639 -10.176 -1.313
H 15.494 -14.326 -2.203
H 14.161 -13.208 -1.770
H 14.873 -14.246 -0.543
C 17.347 -13.688 -4.997
C 17.559 -14.088 -6.404
O 18.028 -15.125 -6.744
N 17.071 -13.178 -7.447
H 16.833 -13.707 -8.301
H 16.248 -12.646 -7.164
C 18.139 -12.135 -7.822
H 18.143 -12.991 -4.700
H 17.449 -14.541 -4.331
H 16.442 -13.132 -4.752
H 17.752 -11.435 -8.553
H 18.961 -12.753 -8.175
H 18.508 -11.553 -6.979
P 14.599 -16.610 -5.227
F 15.025 -15.681 -6.482
F 14.292 -17.817 -6.298
F 16.087 -17.273 -5.027
F 14.060 -17.508 -3.975
F 15.089 -15.428 -4.265
F 13.054 -16.197 -5.387
P 19.913 -8.503 -9.584
F 21.189 -8.958 -8.677
F 19.059 -8.701 -8.221
F 20.182 -6.927 -9.306
F 18.627 -8.183 -10.475
F 20.836 -8.414 -10.905
F 19.656 -10.137 -9.923
P 21.161 -11.607 -3.755
F 20.604 -10.476 -2.736
F 22.687 -11.092 -3.656
F 21.403 -12.602 -2.478
F 21.605 -12.817 -4.731
F 19.584 -12.123 -3.893
F 20.927 -10.607 -4.984
B 16.825 -14.527 -10.476
F 17.498 -13.475 -11.107
F 17.684 -15.181 -9.560
F 15.671 -14.009 -9.858
F 16.418 -15.488 -11.419
B 14.855 -11.065 -6.833
F 13.916 -10.018 -6.686
F 15.239 -11.113 -8.180
F 16.030 -10.772 -6.096
F 14.285 -12.264 -6.421
*
```


3.
# C15H40O5

A 5-piece molecular cluster, C15H40O5 overall in a non-equilibrium geometry (ωB97M-V/def2-TZVPD, the OMol25 dataset).

E_HOMO: -9.65 eV
SMILES string: CC(C)O.CC(C)O.CC(C)O.CC(C)O.CC(C)O
ΔE to the lowest compared entry with this formula, charge and spin: 1.080 eV

The geometry in ORCA input format:
```
! wB97M-V def2-TZVPD RIJCOSX def2/J DEFGRID3
* xyz 0 1
C -1.082 4.349 -2.894
C -0.314 4.193 -1.598
C 0.663 3.036 -1.633
O 0.339 5.407 -1.237
H -1.621 5.295 -2.951
H -1.846 3.567 -2.984
H -0.448 4.243 -3.778
H -1.011 3.983 -0.779
H 1.500 3.215 -2.314
H 0.243 2.045 -1.805
H 1.108 2.941 -0.632
H 1.289 5.289 -1.305
C 0.872 3.010 3.852
C -0.565 3.146 3.383
C -1.384 4.103 4.223
O -0.536 3.557 2.013
H 1.382 2.178 3.370
H 0.868 2.850 4.931
H 1.409 3.938 3.645
H -1.036 2.148 3.429
H -1.529 3.727 5.234
H -2.364 4.255 3.765
H -0.887 5.076 4.268
H -1.428 3.794 1.748
C 1.693 -2.890 -3.615
C 0.352 -2.888 -2.943
C -0.702 -2.164 -3.770
O -0.059 -4.234 -2.661
H 1.671 -3.504 -4.522
H 2.447 -3.351 -2.968
H 2.078 -1.911 -3.900
H 0.418 -2.390 -1.978
H -1.703 -2.306 -3.364
H -0.742 -2.558 -4.796
H -0.444 -1.111 -3.896
H 0.013 -4.753 -3.468
C -1.069 -5.362 0.878
C 0.055 -4.324 0.852
C 0.613 -4.032 2.251
O 1.114 -4.712 -0.012
H -0.671 -6.294 0.475
H -1.937 -5.061 0.293
H -1.396 -5.561 1.900
H -0.357 -3.363 0.507
H -0.033 -3.296 2.733
H 1.636 -3.667 2.230
H 0.581 -4.920 2.891
H 0.882 -4.432 -0.906
C 1.233 -0.567 -0.040
C 0.418 0.265 0.906
C -1.062 0.351 0.573
O 0.620 -0.326 2.215
H 0.908 -1.610 0.021
H 2.291 -0.476 0.191
H 1.045 -0.289 -1.081
H 0.862 1.263 0.958
H -1.678 -0.426 1.025
H -1.210 0.197 -0.504
H -1.411 1.363 0.777
H -0.073 -0.006 2.798
*
```


4.
# C15H40O5

C15H40O5 as an isolated structure in a non-equilibrium geometry (ωB97M-V/def2-TZVPD, the OMol25 dataset).

E_HOMO: -7.51 eV
ΔE to the lowest compared entry with this formula, charge and spin: 19.446 eV

The geometry in ORCA input format:
```
! wB97M-V def2-TZVPD RIJCOSX def2/J DEFGRID3
* xyz 0 1
C -0.984 0.833 -0.985
C -1.149 0.167 0.334
C -2.238 0.823 1.143
O -1.488 -1.165 0.094
H -1.913 0.729 -1.545
H -0.198 0.324 -1.544
H -0.705 1.887 -0.982
H -0.216 0.225 0.896
H -3.154 0.813 0.553
H -1.912 1.829 1.405
H -2.213 0.410 2.152
H -1.941 -1.245 -0.749
C 2.262 -2.121 -2.018
C 1.339 -0.897 -1.565
C 1.654 -0.521 -0.149
O 1.347 0.246 -2.391
H 2.077 -2.508 -3.020
H 2.017 -3.049 -1.502
H 3.331 -1.942 -1.907
H 0.314 -1.256 -1.656
H 2.704 -0.267 -0.005
H 1.462 -1.410 0.451
H 0.974 0.215 0.278
H 1.178 0.006 -3.305
C 1.952 3.349 0.134
C 1.142 3.132 1.416
C 0.311 1.887 1.336
O 2.021 2.880 2.502
H 2.795 2.661 0.067
H 2.421 4.333 0.102
H 1.381 3.194 -0.781
H 0.536 4.028 1.554
H -0.408 1.818 0.520
H -0.279 1.889 2.252
H 0.826 0.932 1.229
H 2.805 3.290 2.130
C -0.938 -2.063 -2.695
C -2.439 -1.873 -2.434
C -3.313 -2.097 -3.681
O -2.934 -2.614 -1.285
H -0.692 -3.083 -2.990
H -0.377 -1.789 -1.801
H -0.567 -1.367 -3.447
H -2.523 -0.807 -2.220
H -3.127 -3.086 -4.099
H -3.081 -1.390 -4.478
H -4.357 -1.917 -3.427
H -2.731 -3.552 -1.286
C -0.364 -0.072 2.156
C 1.027 0.041 2.795
C 1.096 0.442 4.303
O 1.792 -1.168 2.741
H -0.917 -0.675 2.876
H -0.291 -0.724 1.286
H -0.885 0.828 1.829
H 1.666 0.693 2.199
H 0.453 1.295 4.522
H 2.074 0.766 4.657
H 0.716 -0.348 4.950
H 2.663 -0.956 3.084
*
```


Number 1: LUMO level 0.38 eV, orbital gap 10.34 eV. Number 2: LUMO level -1.25 eV, orbital gap 8.40 eV. Number 3: LUMO level 0.53 eV, orbital gap 10.18 eV. Number 4: LUMO level 0.60 eV, orbital gap 8.10 eV.